w:
ORCA calculation (the ωB97M-V functional and the def2-TZVPD basis) on a cluster of 2 separate species, C4H7NO3 in total.

Geometry as XYZ:
```
15
Properties=species:S:1:pos:R:3
C -0.7279 -1.1840 -0.1181
C 0.5239 -0.9217 0.7585
C 0.1329 -0.0626 -0.3686
C -0.0446 1.4623 -0.1731
N 1.8903 0.2533 -2.2090
O 2.3951 -0.7813 -2.4563
O 2.0785 1.3912 -2.5067
O -1.3475 1.7972 -0.4891
H -0.7489 -2.1072 -0.6174
H -1.7982 -1.0834 0.2807
H 0.4612 -0.3498 1.7084
H 1.2152 -1.7544 0.8637
H 0.7640 1.9412 -0.7455
H 0.2061 1.6097 0.8963
H -1.4031 1.7431 -1.4582
```

- gap between HOMO and LUMO (spin up / spin down) (eV) = 9.34 / 7.19
- multiplicity = 1

x:
ORCA calculation (the ωB97M-V functional and the def2-TZVPD basis) on a structure of composition C4H7NO3.

Geometry as XYZ:
```
15
Properties=species:S:1:pos:R:3
C 2.6468 -0.6995 -0.2408
C 0.1383 0.0077 -0.1949
C -3.1345 -0.1494 0.1234
C 0.1385 1.3720 0.5495
H 2.5800 0.4937 -1.2841
H 2.5638 -2.0523 -0.9696
H 3.2990 -0.6579 0.9931
H 0.2141 0.0558 -1.2567
H -3.4251 -1.0232 0.7992
H -3.9439 0.1455 -0.4019
H 0.1940 1.2438 1.7784
N -2.0147 0.2898 -0.3395
O 1.2468 -0.5396 0.5836
O -1.1374 -0.7393 0.0522
O 0.6343 2.2530 -0.1918
```

- gap between HOMO and LUMO (eV) = 9.33
- multiplicity = 1

Verdict on stability: x comes out at the bottom.

w:
ORCA calculation (the ωB97M-V functional and the def2-TZVPD basis) on a structure of composition C4H7NO3.

Geometry as XYZ:
```
15
Properties=species:S:1:pos:R:3
C -0.8108 0.5739 0.1096
N -1.5528 -0.0941 -1.5207
C 0.5310 0.3240 2.1812
C 0.2110 -0.3406 0.2432
C 1.0530 -1.1670 -0.3112
O -1.0457 0.4379 -2.7385
O 1.8538 0.3694 2.4896
O -0.2943 0.3427 3.0397
H -1.6132 1.1720 -3.0081
H 2.3777 0.3565 1.6784
H -1.3314 -1.0807 -1.6814
H -0.5309 1.6145 -0.0328
H -1.7072 0.4287 0.7062
H 0.9919 -1.3083 -1.3850
H 1.8680 -1.6288 0.2298
```

- gap between HOMO and LUMO (spin up / spin down) (eV) = 8.53 / 8.53
- multiplicity = 1

x:
ORCA calculation (the ωB97M-V functional and the def2-TZVPD basis) on an isolated molecule of C4H7NO3.

Geometry as XYZ:
```
15
Properties=species:S:1:pos:R:3
C 1.6294 -0.8080 -0.1822
C -0.9191 1.5527 0.9963
C 1.1316 0.2529 0.7613
C -0.4642 -1.0679 -1.1139
O -0.0094 0.9025 0.1116
O -1.7099 -1.5743 -1.1455
N 0.4130 -1.6339 -0.3404
O 1.5159 0.5296 1.8728
H -2.2267 -1.1922 -1.8697
H 2.0005 -0.3809 -1.1201
H 2.4009 -1.3992 0.3186
H -0.2612 -0.3520 -1.9262
H -1.6553 0.8195 1.3370
H -1.4294 2.3473 0.4464
H -0.4163 2.0038 1.8541
```

- gap between HOMO and LUMO (eV) = 10.03
- multiplicity = 1
- SMILES = COC(=O)C/N=C/O

Verdict on stability: w comes out at the bottom.

w:
ORCA calculation (the ωB97M-V functional and the def2-TZVPD basis) on an isolated molecule of CH2Cl4P2.

Geometry as XYZ:
```
9
Properties=species:S:1:pos:R:3
C -0.4516 0.0073 -0.2992
P -1.2345 1.4263 -1.1364
P -2.2284 -0.2771 -0.1235
Cl -1.5960 2.9118 0.2022
Cl -4.4608 -0.2922 -0.4381
Cl -2.4365 -0.0459 1.8882
Cl -2.2367 -2.2706 -0.6970
H 0.2908 -0.3659 -1.0580
H 0.1660 0.2420 0.6278
```

- gap between HOMO and LUMO (eV) = 8.08
- multiplicity = 1
- SMILES = ClP1CP1(Cl)(Cl)Cl

x:
ORCA calculation (the ωB97M-V functional and the def2-TZVPD basis) on a cluster of 2 separate species, CH2Cl4P2 in total.

Geometry as XYZ:
```
9
Properties=species:S:1:pos:R:3
C 2.2102 -0.2845 0.1061
P -2.0530 0.7490 -0.0315
P -0.3603 -0.8327 -0.1880
Cl -1.2150 1.7027 -1.5835
Cl -1.1293 1.7777 1.4425
Cl -0.5940 -1.7857 1.6009
Cl -0.8440 -2.0388 -1.6690
H 2.0641 0.3108 1.0509
H 1.9212 0.4015 -0.7285
```

- gap between HOMO and LUMO (eV) = 8.06
- multiplicity = 1

Verdict on stability: x comes out at the bottom.

w:
ORCA calculation (the ωB97M-V functional and the def2-TZVPD basis) on the ion C5H7N4 with charge +1.

Geometry as XYZ:
```
16
Properties=species:S:1:pos:R:3
C 0.8712 -0.2787 -0.8912
C 3.1395 -0.0039 0.1770
C -1.3424 0.5845 -0.1270
C -2.4224 -1.4392 0.7701
C 2.2734 -0.6232 -0.6859
N -0.0507 0.4198 -0.3245
N 3.8640 0.2620 1.0581
N -1.9523 1.8327 -0.2127
N -2.2453 -0.3906 0.1660
H -2.2728 -1.6873 1.8781
H 0.4147 -0.7225 -1.8717
H -3.0962 -2.0584 0.2892
H 2.6477 -1.2844 -1.4600
H -1.5398 2.6941 -0.5160
H -2.8259 1.8786 0.2669
H 4.5372 0.8167 1.4839
```

- gap between HOMO and LUMO (eV) = 8.99
- multiplicity = 1
- SMILES = C=NC(=[NH2+])/N=C/C=C=N
- net charge = +1

x:
ORCA calculation (the ωB97M-V functional and the def2-TZVPD basis) on the ion C5H7N4 with charge +1.

Geometry as XYZ:
```
16
Properties=species:S:1:pos:R:3
C 1.1968 -1.0497 0.0331
C -1.3003 1.4038 0.0547
C -2.3583 -0.6513 -0.0340
C -0.0399 -0.5933 0.1170
C 2.1393 0.1044 0.0200
N -2.3535 0.6234 0.1255
N 1.2242 1.2315 0.0026
N -0.0945 0.8867 0.1142
N -1.2109 -1.3442 0.0585
H 1.5164 -2.0969 -0.1534
H -1.2958 2.5270 -0.0752
H -3.3782 -1.0200 -0.1419
H 2.7713 0.0369 0.8226
H 2.8096 0.1695 -0.9940
H 1.6077 2.1173 -0.1796
H -1.2339 -2.3450 0.2297
```

- gap between HOMO and LUMO (eV) = 7.91
- multiplicity = 1
- SMILES = C1=NC=[NH+]C2=CCNN12
- net charge = +1

y:
ORCA calculation (the ωB97M-V functional and the def2-TZVPD basis) on the ion C5H7N4 with charge +1.

Geometry as XYZ:
```
16
Properties=species:S:1:pos:R:3
C 2.7948 -0.6235 0.0654
C -0.5846 1.9683 0.0005
C -1.4773 0.9399 -0.0892
C 0.5720 0.1378 0.3075
C -1.3707 -1.4614 -0.1617
N 3.8555 -0.3380 -0.3111
N 0.6692 1.4596 0.2773
N -0.7119 -0.2260 0.0662
N 1.5886 -0.8152 0.4900
H -0.6957 3.0304 -0.1434
H -2.5478 0.9981 -0.2937
H -2.3037 -1.3493 0.2771
H -1.4680 -1.6589 -1.2126
H -0.9202 -2.2807 0.2834
H 1.5049 1.9168 0.1804
H 1.0949 -1.6980 0.2641
```

- gap between HOMO and LUMO (eV) = 10.69
- multiplicity = 1
- SMILES = Cn1cc[nH]/c1=[NH+]\C#N
- net charge = +1

Verdict on stability: w comes out at the bottom.